Below is C36H40ClF14ILiN4O16PS2 as an isolated structure, with properties calculated with the ωB97M-V functional and the def2-TZVPD basis.

```
116
C36H40ClF14ILiN4O16PS2 (the ωB97M-V functional and the def2-TZVPD basis)
I -2.80 -4.21 0.45
Cl -6.29 -2.90 2.78
S 7.19 -2.20 -7.79
S 5.31 -0.37 -7.41
P -1.44 -0.24 -3.40
F -6.97 0.00 5.68
F 8.88 -3.75 -9.14
F -4.74 6.17 4.39
F -5.26 -1.72 5.35
F 7.04 -3.31 -10.20
F -6.29 2.19 7.12
F 3.53 1.50 -8.04
F -4.12 2.26 6.43
F -6.09 1.59 4.31
F 8.57 -1.79 -10.02
F 3.74 -0.06 -9.52
F 5.26 1.46 -9.34
F -4.97 0.46 7.72
F -3.48 -0.32 5.41
O -2.64 3.07 0.60
O 4.27 -1.14 -6.76
O 3.25 -5.55 1.03
O -3.86 7.10 6.23
O 4.44 3.70 -4.77
O -2.73 5.32 7.03
O 6.00 0.58 -6.55
O -3.70 2.97 3.39
O -2.87 7.21 8.27
O 2.70 -5.73 3.22
O 3.33 -3.79 2.46
O -1.88 1.63 3.99
O 8.29 -1.65 -7.02
O 6.56 -3.38 -7.22
O -5.62 -5.07 -0.16
O -4.74 -0.39 -2.50
N 6.21 -1.14 -8.46
N 2.33 2.88 -4.13
N 1.36 2.73 8.69
N 1.70 0.21 0.71
C -5.74 0.66 5.31
C -2.70 1.87 0.26
C -4.63 -0.51 3.20
C 0.34 3.89 -2.94
C -3.36 4.92 5.82
C -0.42 2.01 -1.20
C 1.92 3.51 -2.83
C -0.25 1.69 6.81
C 4.42 0.68 -8.62
C -4.76 -0.53 4.77
C -5.69 -2.62 -0.28
C -4.21 -0.33 -0.01
C -3.10 1.85 3.36
C -1.87 1.36 -1.03
C -0.43 3.59 -1.55
C -3.92 -0.17 -1.58
C -3.62 6.23 5.15
C 3.81 2.81 -4.15
C 2.44 -7.13 3.05
C 3.74 -7.92 3.04
C -0.70 -1.90 -2.79
C 7.95 -2.79 -9.34
C -5.21 1.37 6.65
C 3.10 -5.08 2.12
C -4.92 -4.04 -0.03
C -5.25 -1.53 2.20
C -0.09 -1.72 -1.30
C -3.57 0.73 0.97
C 4.50 1.61 -3.34
C -3.13 6.60 7.27
C 3.85 -3.00 1.40
C -3.79 0.65 2.52
C -2.51 -0.63 -4.91
C -2.43 0.38 -1.93
C 0.65 2.27 7.86
C -5.03 -1.46 0.64
Li 3.86 0.01 1.76
H 0.98 -2.17 -1.22
H 2.08 -0.73 0.55
H 4.87 -3.31 1.17
H 0.22 5.00 -3.24
H 3.86 -1.96 1.73
H -1.61 -2.61 -2.66
H -3.59 -0.25 -4.85
H -2.79 6.60 4.55
H -0.57 0.69 7.10
H 1.86 -7.31 2.14
H 1.95 0.82 -0.09
H 0.12 1.87 -0.19
H 0.02 -2.38 -3.54
H 0.67 0.16 0.78
H -1.52 3.96 -1.66
H -0.01 -0.62 -1.01
H -2.70 4.28 5.23
H 3.73 1.14 -2.63
H 0.22 1.49 -1.99
H -5.60 -2.42 -1.40
H -2.05 -0.11 -5.83
H -2.54 -1.77 -5.09
H 3.22 -3.08 0.51
H 5.40 2.00 -2.75
H 0.28 1.63 5.86
H 4.33 -7.70 3.93
H 2.54 4.44 -2.58
H -1.13 2.32 6.69
H 3.53 -8.99 3.01
H -4.27 4.37 6.04
H 1.90 1.93 -4.15
H -0.74 -2.22 -0.49
H 1.83 -7.44 3.90
H -0.08 3.18 -3.74
H 4.35 -7.66 2.18
H 2.06 2.74 -1.97
H -6.78 -2.77 0.03
H 2.08 0.60 1.58
H 0.13 4.15 -0.73
H 4.88 0.78 -4.05
```

Summary:
2S+1 = 1
LUMO level = -6.25 eV

***

Below is a 5-piece molecular cluster, C36H40F4NO2 overall, with properties calculated with the ωB97M-V functional and the def2-TZVPD basis.

```
83
C36H40F4NO2 (the ωB97M-V functional and the def2-TZVPD basis)
F -1.10 4.00 6.72
F -3.89 -4.68 0.97
F -2.98 7.48 -3.80
F 5.29 -3.53 1.43
O -2.34 0.61 -0.75
O 0.29 0.50 -3.23
N 1.04 -0.43 -2.52
C 9.28 -2.92 2.17
C -2.96 -1.05 0.95
C -1.87 0.22 -2.01
C 8.72 -2.47 0.99
C -5.73 -4.11 -2.08
C 2.20 -0.11 -0.37
C 0.23 5.87 -4.15
C -0.72 6.84 -3.88
C -2.76 4.28 5.09
C 1.90 -0.36 2.39
C -0.16 4.62 -4.62
C 8.49 -3.59 3.11
C -3.32 3.89 3.88
C 6.61 -3.33 1.68
C -1.87 -0.17 0.34
C 7.14 -3.80 2.86
C -6.14 -5.15 0.47
C -1.51 4.34 -4.81
C 3.16 -2.49 -0.49
C 7.37 -2.67 0.73
C -0.69 1.13 -2.38
C 2.59 -1.31 0.24
C 1.70 0.95 0.40
C 2.42 -1.40 1.63
C -4.69 -4.14 -1.17
C 2.30 0.10 -1.86
C -2.76 2.84 3.16
C -1.64 3.62 5.55
C -1.07 2.58 4.85
C -6.98 -4.60 -1.72
C -7.18 -5.12 -0.45
C -2.47 5.31 -4.53
C 1.54 0.84 1.78
C -2.06 6.54 -4.07
C -1.64 2.19 3.65
C -4.91 -4.66 0.09
H -6.28 -5.56 1.46
H 3.25 -2.31 -1.55
H -3.71 -3.75 -1.42
H -1.82 3.37 -5.18
H 10.33 -2.77 2.37
H 8.93 -3.95 4.03
H 4.16 -2.68 -0.11
H 1.13 1.68 2.32
H -2.87 -2.08 0.64
H -1.60 -0.84 -2.04
H -0.19 2.09 5.25
H 3.13 -0.47 -2.24
H 2.45 1.13 -2.13
H 1.76 -0.46 3.45
H -3.20 2.54 2.22
H -2.89 -1.05 2.03
H 1.31 -1.14 -3.21
H -1.51 0.51 1.11
H 0.48 -0.93 -1.80
H -1.01 -0.79 0.07
H 6.92 -2.33 -0.19
H 1.28 6.09 -4.01
H 2.69 -2.32 2.12
H -3.53 5.11 -4.66
H 1.44 1.88 -0.09
H 6.51 -4.31 3.57
H -1.06 1.96 -2.97
H -1.20 1.37 3.09
H 9.33 -1.94 0.27
H 2.59 -3.40 -0.30
H -3.18 5.09 5.66
H 0.58 3.87 -4.84
H -8.16 -5.50 -0.16
H -0.44 7.82 -3.52
H -7.80 -4.58 -2.43
H -2.68 0.37 -2.71
H -4.19 4.40 3.50
H -5.57 -3.71 -3.07
H -3.95 -0.68 0.70
H -0.26 1.56 -1.48
```

Summary:
total charge = +1
2S+1 = 1
LUMO level = -2.95 eV

***

Below is C36H40FeN5O3 as an isolated structure, with properties calculated with the ωB97M-V functional and the def2-TZVPD basis.

```
85
C36H40FeN5O3 (the ωB97M-V functional and the def2-TZVPD basis)
Fe 0.26 -1.14 1.28
O 3.32 0.35 -2.80
O -2.32 3.02 -3.26
O -1.12 2.93 1.88
N -0.57 -2.55 0.09
N -0.61 2.03 -1.39
N -2.56 -5.15 -2.49
N 1.30 0.76 -1.23
N -0.43 0.41 0.28
C -0.96 -0.67 3.64
C 1.48 4.65 -3.03
C -3.33 2.31 1.75
C -0.71 4.60 -4.01
C -2.11 -4.36 -0.27
C -1.05 3.53 -3.19
C 0.62 -2.50 3.29
C -0.13 3.03 -2.26
C 0.89 -3.97 3.09
C -2.82 0.03 0.31
C -1.01 -3.34 -2.13
C 0.11 0.24 3.63
C 3.93 -2.35 -0.40
C -2.44 1.68 -3.75
C 1.93 -1.09 0.29
C 0.56 5.15 -3.93
C 2.87 -2.13 0.45
C 0.27 2.95 1.59
C 1.14 3.60 -2.19
C -0.69 -2.02 3.43
C 2.57 0.76 3.46
C -4.38 1.51 1.35
C -1.43 -3.48 0.54
C 2.16 -0.29 -0.83
C 1.66 -1.57 3.32
C 4.13 -1.53 -1.50
C -1.74 0.84 0.69
C -2.00 2.00 1.43
C -4.13 0.35 0.63
C -1.91 -4.31 -1.65
C -2.36 -0.21 3.93
C 3.24 -0.49 -1.70
C 1.42 -0.20 3.47
C -0.38 -2.51 -1.24
C 0.08 1.05 -0.74
C 4.56 1.04 -2.96
H -3.50 3.22 2.31
H 2.31 1.71 3.93
H 1.57 1.20 -2.10
H -4.94 -0.29 0.30
H 0.70 3.63 2.32
H -3.00 -0.31 3.04
H -2.78 -5.08 0.17
H 0.93 -4.22 2.03
H 2.88 0.97 2.43
H 2.68 -1.92 3.24
H 2.47 5.08 -2.96
H -3.12 -5.90 -2.14
H 0.10 -4.57 3.55
H 0.46 3.34 0.59
H -3.33 1.66 -4.38
H -2.59 -0.85 -0.27
H 2.75 -2.82 1.28
H 0.73 1.96 1.69
H -1.45 4.97 -4.70
H 4.48 1.61 -3.88
H 4.60 -3.19 -0.24
H 1.84 -4.25 3.54
H 3.43 0.34 3.98
H -1.58 2.13 -1.12
H -2.80 -0.82 4.72
H -1.52 -2.71 3.45
H 4.94 -1.69 -2.20
H -0.80 -3.25 -3.18
H -2.33 -5.17 -3.47
H -0.09 1.29 3.79
H 1.85 3.25 -1.45
H -1.57 1.41 -4.35
H -2.39 0.83 4.24
H -1.58 -3.51 1.61
H 0.82 5.98 -4.58
H 0.33 -1.77 -1.59
H -5.39 1.79 1.61
H -2.56 0.97 -2.94
H 5.39 0.34 -3.04
H 4.74 1.71 -2.11
```

Summary:
energy above the lowest of the compared OMol25 structures with the same formula, charge and spin = 4.68 kcal per mole
total charge = +1
2S+1 = 1
LUMO level (alpha / beta) = -1.90 / -1.72 eV

***

Below is C36H40HgOP2 as an isolated structure, with properties calculated with the ωB97M-V functional and the def2-TZVPD basis.

```
80
C36H40HgOP2 (the ωB97M-V functional and the def2-TZVPD basis)
Hg -0.43 -0.34 -1.18
P -2.92 -0.90 -1.62
P -0.23 1.46 -2.84
O 1.53 0.61 0.00
C -0.48 0.00 -6.02
C 3.51 -0.62 -4.64
C -1.12 -0.82 -7.11
C -5.06 0.84 1.39
C 1.25 0.61 -3.55
C -3.21 -4.68 -3.22
C -2.03 1.50 -3.02
C -4.07 0.58 0.45
C 1.10 3.30 -1.19
C -3.42 0.82 -6.23
C -1.64 -3.39 -1.32
C -0.94 1.19 -5.62
C 2.47 -1.41 -4.12
C 0.26 3.11 -2.30
C -3.55 -3.39 -2.80
C 3.43 0.77 -4.60
C 1.49 4.59 -0.84
C -4.04 -0.67 -0.22
C -2.69 -2.68 -1.94
C -4.94 -1.68 0.17
C -2.87 -1.48 -5.35
C 1.35 -0.81 -3.57
C 2.31 1.40 -4.04
C 1.02 5.69 -1.58
C -5.94 -1.40 1.11
C -0.20 4.20 -3.04
C -2.22 1.79 -6.12
C 1.89 0.64 1.35
C -0.82 -1.05 0.82
C -3.02 0.65 -2.54
C -6.03 -0.13 1.69
C -2.11 -1.89 -6.59
C -3.51 -0.32 -5.24
C -1.38 -4.72 -1.63
C -2.16 -5.37 -2.59
C 0.20 5.49 -2.69
H -4.33 1.44 -6.14
H -3.31 1.34 0.22
H 2.99 0.60 1.43
H -2.03 2.19 -7.12
H -1.96 -6.42 -2.83
H -0.85 4.04 -3.90
H -2.39 2.45 -3.46
H -6.84 0.10 2.38
H 2.55 -2.50 -4.16
H -4.06 0.97 -2.68
H 1.52 1.56 1.86
H -3.42 0.40 -7.24
H 1.32 6.71 -1.30
H 1.46 -0.21 1.90
H -0.34 -1.33 -7.68
H -0.13 6.34 -3.29
H 0.52 -1.44 -3.21
H 2.24 2.49 -3.98
H -0.57 -5.25 -1.12
H -0.83 -0.17 1.45
H -1.78 -1.57 0.88
H 4.22 1.40 -5.01
H 1.43 2.43 -0.61
H -1.02 -2.91 -0.55
H 0.48 -0.40 -5.71
H -6.66 -2.17 1.38
H -4.86 -2.67 -0.27
H -3.75 -5.15 -4.04
H -2.80 -2.13 -7.42
H -3.00 -2.29 -4.64
H -4.32 -0.19 -4.52
H -1.65 -0.14 -7.79
H -2.49 2.64 -5.50
H -5.10 1.81 1.89
H 2.15 4.75 0.00
H -0.27 1.93 -5.14
H 0.01 -1.70 1.12
H 4.37 -1.10 -5.09
H -1.56 -2.81 -6.35
H -4.44 -2.90 -3.20
```

Summary:
energy above the lowest of the compared OMol25 structures with the same formula, charge and spin = 0.00 kcal per mole
2S+1 = 1
LUMO level (alpha / beta) = -0.26 / -0.26 eV

***

Below is C36H40MgN11O9 as an isolated structure, with properties calculated with the ωB97M-V functional and the def2-TZVPD basis.

```
97
C36H40MgN11O9 (the ωB97M-V functional and the def2-TZVPD basis)
Mg 17.32 -14.22 -18.31
O 15.75 -15.43 -18.77
O 16.67 -12.69 -19.48
O 19.30 -16.43 -21.05
O 15.08 -11.98 -20.53
O 14.04 -16.43 -19.56
O 16.81 -10.83 -20.55
O 18.18 -14.92 -19.99
O 18.00 -15.20 -22.12
O 15.92 -17.27 -19.76
N 13.76 -20.64 -17.33
N 15.22 -16.35 -19.40
N 15.47 -15.32 -23.80
N 15.40 -19.15 -21.72
N 16.16 -13.48 -16.78
N 12.39 -16.41 -17.17
N 16.19 -11.79 -20.16
N 18.44 -15.55 -21.03
N 11.57 -12.67 -18.55
N 18.02 -15.92 -17.14
N 9.59 -17.13 -20.10
C 9.52 -11.74 -19.36
C 12.70 -15.10 -23.23
C 11.00 -17.32 -15.58
C 14.49 -15.80 -24.69
C 12.11 -15.50 -16.19
C 18.82 -18.36 -15.96
C 9.44 -12.71 -20.29
C 17.67 -17.74 -15.51
C 11.45 -13.62 -19.43
C 14.62 -20.89 -22.81
C 14.56 -21.05 -16.29
C 11.08 -18.08 -21.48
C 17.32 -16.51 -16.06
C 8.93 -17.99 -20.94
C 14.51 -12.38 -14.69
C 14.88 -13.00 -16.95
C 10.64 -11.71 -18.57
C 13.93 -19.78 -23.31
C 13.60 -14.71 -22.28
C 15.82 -12.79 -14.47
C 14.03 -12.50 -15.96
C 15.64 -19.53 -17.42
C 10.92 -17.18 -20.40
C 9.83 -18.61 -21.79
C 11.71 -17.55 -16.77
C 13.14 -15.63 -24.49
C 15.77 -20.43 -16.34
C 16.56 -13.34 -15.48
C 10.46 -13.69 -20.42
C 14.47 -18.68 -22.64
C 19.18 -16.58 -17.55
C 14.96 -14.85 -22.58
C 19.59 -17.76 -16.97
C 15.51 -20.47 -21.84
C 14.46 -19.77 -18.12
C 11.12 -15.95 -15.34
H 14.26 -21.83 -15.61
H 14.45 -21.93 -23.06
H 10.51 -14.37 -21.25
H 12.00 -18.31 -21.99
H 11.59 -16.51 -19.88
H 13.16 -19.63 -24.05
H 9.61 -19.36 -22.53
H 12.90 -21.06 -17.64
H 14.75 -16.19 -25.66
H 16.37 -18.80 -17.74
H 9.18 -16.53 -19.40
H 16.21 -12.68 -13.47
H 8.75 -10.99 -19.23
H 14.01 -19.29 -18.98
H 10.42 -18.00 -14.97
H 17.50 -13.75 -15.13
H 17.03 -18.21 -14.77
H 13.31 -14.28 -21.33
H 16.58 -20.62 -15.65
H 12.99 -12.22 -16.04
H 12.12 -14.46 -19.31
H 7.87 -18.02 -20.78
H 14.26 -17.64 -22.79
H 10.60 -15.40 -14.57
H 12.48 -15.84 -25.32
H 15.56 -14.47 -21.77
H 19.12 -19.23 -15.40
H 13.97 -11.91 -13.88
H 12.54 -14.50 -16.24
H 15.87 -18.55 -21.05
H 16.36 -16.11 -15.76
H 8.65 -12.56 -21.01
H 16.19 -21.03 -21.22
H 10.77 -10.81 -17.99
H 20.51 -18.16 -17.36
H 13.02 -16.34 -17.95
H 19.71 -16.18 -18.40
H 11.88 -18.41 -17.40
H 11.65 -14.96 -23.00
H 14.52 -13.06 -17.96
```

Summary:
energy above the lowest of the compared OMol25 structures with the same formula, charge and spin = 0.00 kcal per mole
total charge = -1
2S+1 = 1
LUMO level = 1.74 eV

***

- Look up the 2S+1 of the second one.
  1

***

- What is the 2S+1 in the fourth record?
  1